No. 1
14
Properties=species:S:1:pos:R:3:forces:R:3:mulliken_charge:R:1 method="wB97M-V/def2-TZVPD" e_tot_ev=-8812.4731 e_lumo_ev=-9.335 total_charge=+1 orbital_gap_ev=4.108
O 0.222791 1.105090 0.512039 -0.29 0.26 0.95 -0.46
C 1.138874 1.146055 1.500646 1.14 0.00 -0.27 -0.09
O 1.992958 0.056693 1.651756 -0.46 -0.45 0.26 -0.46
H 1.779383 2.024092 1.310364 -0.01 0.30 0.04 0.27
H 2.168289 -0.361999 0.808145 0.15 0.01 -0.33 0.30
C -1.533457 -0.835736 -1.664866 -0.69 1.06 -1.23 0.18
C -1.102335 -2.068178 -1.223978 -0.62 -0.43 1.77 -0.45
N -1.146937 0.303995 -1.133294 1.32 -1.27 -0.57 -0.23
H -2.185789 -0.732875 -2.540733 0.19 -0.50 0.17 0.37
H -1.635982 -2.985390 -1.447479 0.25 0.05 -0.72 0.29
H -0.360530 -2.172250 -0.433149 0.09 0.25 -0.23 0.27
H -1.163460 1.106199 -1.763058 -0.87 0.35 0.43 0.30
H 0.740007 1.306386 2.524137 -0.57 0.14 -0.34 0.31
H -0.507317 0.452714 -0.114191 0.37 0.23 0.07 0.40


No. 2
14
Properties=species:S:1:pos:R:3:forces:R:3:mulliken_charge:R:1 method="wB97M-V/def2-TZVPD" e_tot_ev=-8814.7631 e_lumo_ev="-4.644 / -4.677" total_charge=+1 orbital_gap_ev="8.592 / 8.487"
C 0.553471 -1.051416 -0.394035 -3.26 4.84 0.34 -0.76
C -1.189157 0.416385 -0.225719 1.10 -2.57 -4.37 -0.13
C -0.041907 1.030801 0.504156 1.55 2.80 1.88 0.00
N 0.799465 -0.162698 0.820239 1.63 -0.84 0.47 -0.17
O -2.292548 -0.053726 0.329036 -0.87 -1.70 -0.30 -0.45
O 0.800399 1.885711 -0.302109 -1.21 -1.16 2.60 -0.46
H 0.418142 -2.036720 -0.236159 -0.17 -3.06 0.79 0.42
H 0.794913 -0.701360 -1.370816 1.03 0.38 -0.02 0.32
H -1.295796 0.699581 -1.342800 0.23 -0.09 1.90 0.30
H -0.267110 1.646170 1.469314 0.21 -1.23 -1.58 0.41
H 0.421698 -0.639566 1.702221 0.91 0.70 -1.49 0.40
H 1.848790 0.092325 0.919166 -1.98 -0.34 0.36 0.37
H -2.743361 -0.776071 -0.267771 1.15 2.25 1.47 0.43
H 0.539569 1.760918 -1.187224 -0.31 0.00 -2.06 0.33


No. 3
15
Properties=species:S:1:pos:R:3:forces:R:3:mulliken_charge:R:1 method="wB97M-V/def2-TZVPD" e_tot_ev=-9480.2120 e_lumo_ev=-0.301 total_charge=0 orbital_gap_ev=5.953
Rb 3.323481 -0.400904 -0.701084 0.64 -0.33 -0.54 0.85
O 5.318024 -1.689894 -2.224222 -0.59 0.49 0.78 -1.04
H 6.087639 -1.738197 -1.641446 -0.02 -0.08 -0.24 0.13
C 0.132531 0.544717 1.008670 -0.29 -0.09 0.12 0.25
O 1.093589 1.063837 0.465100 0.16 -0.09 -0.09 -0.65
N -1.062811 0.316493 0.439718 0.11 0.21 0.34 0.07
C -2.150796 -0.274084 1.177868 -0.16 -0.34 -0.03 -0.84
C -1.351767 0.751827 -0.895985 0.26 -0.34 -0.78 -0.93
H 0.158974 0.193748 2.052310 0.11 0.04 0.02 0.30
H -3.032502 0.365862 1.134758 0.01 0.07 0.11 0.31
H -1.859440 -0.432177 2.213552 -0.04 0.05 0.04 0.27
H -2.422605 -1.242015 0.744223 0.01 0.06 0.04 0.31
H -1.757052 -0.085781 -1.474796 -0.13 0.14 0.10 0.34
H -2.053624 1.584176 -0.917889 -0.06 0.03 0.07 0.32
H -0.423642 1.042391 -1.380776 -0.01 0.18 0.06 0.30


No. 4
15
Properties=species:S:1:pos:R:3:forces:R:3:mulliken_charge:R:1 method="wB97M-V/def2-TZVPD" e_tot_ev=-19662.8484 e_lumo_ev=3.816 total_charge=-1 orbital_gap_ev=6.954
C -0.431906 0.742598 1.016133 -0.24 -0.44 -1.46 -0.34
C 0.156021 -0.685654 0.937748 -0.16 -0.11 1.17 -0.59
S -0.141242 -1.726107 -0.522534 0.61 -0.12 -0.11 -0.67
C -1.663285 1.137014 0.204825 -0.42 0.21 0.42 0.40
N -2.372855 0.217123 -0.464094 0.00 0.04 0.27 -0.27
O -2.026325 2.315330 0.233308 0.12 0.15 0.01 -0.71
H 0.282803 1.448451 0.601303 0.32 0.22 0.35 0.18
H -0.697897 1.009648 2.029242 0.23 0.22 0.36 0.20
H -0.178057 -1.214714 1.847346 -0.24 -0.03 -0.32 0.24
H 1.225606 -0.577556 1.158919 0.05 0.01 -0.39 0.24
H -3.097235 0.634947 -1.020660 -0.15 -0.21 -0.21 0.24
H -1.934170 -0.701959 -0.654101 0.01 0.15 -0.10 0.09
H 3.601244 -0.628986 -2.508474 0.30 -0.27 -0.19 0.31
H 3.296955 -0.870126 -1.105019 0.12 -0.50 0.23 0.33
O 3.980344 -1.100010 -1.753942 -0.53 0.68 -0.04 -0.66


Energy above the lowest of the compared OMol25 structures with the same formula, charge and spin list, top to bottom, in kcal/mol: 172.5; 119.7; 3.8; 22.4